Density functional theory data (ωB97M-V/def2-TZVPD) for a cluster of 3 separate species, C34H30BFN3O7 in total at a distorted geometry.

XYZ file:
```
76
Properties=species:S:1:pos:R:3
C -5.92105 -1.44709 -1.61549
C -6.11394 -2.92869 -1.83256
O -7.20736 -3.40776 -2.03444
O -4.99685 -3.75310 -1.83053
C -4.77574 -4.26678 -0.50502
C -3.53481 -3.66993 0.13734
C -3.41033 -3.76553 1.50235
C -2.32492 -3.28545 2.19552
C -2.22833 -3.44776 3.68987
C -1.29596 -4.60787 4.06427
F -0.84501 -4.47247 5.37229
C -1.34546 -2.65446 1.42997
C -1.46340 -2.56632 0.06072
C -2.55885 -3.06498 -0.61117
C -0.34740 -1.90721 -0.73882
O -0.19099 -2.29826 -1.88753
C 0.48816 -0.86407 -0.07724
C 0.57375 -0.92912 1.31326
C 1.30443 0.01089 1.98684
C 1.94756 1.00937 1.29841
C 2.78215 2.05995 2.02655
O 4.02463 1.93349 1.86092
O 2.23538 2.94011 2.72712
C 1.88567 1.09630 -0.08883
B 2.66112 2.24683 -0.86406
N 2.11818 3.57691 -1.19686
O 3.93547 1.97278 -1.25154
C 1.15494 0.13509 -0.76381
C 1.12942 0.23471 -2.26154
C 1.90664 -0.66267 -2.96949
C 1.99230 -0.65007 -4.33466
C 1.27067 0.31003 -5.03050
C 0.47991 1.18062 -4.33815
C 0.38851 1.16034 -2.96283
C -0.12267 -2.04073 2.04677
O 0.33440 -2.40675 3.11697
H -5.74818 -1.20472 -0.56045
H -5.06806 -1.05798 -2.17335
H -6.83991 -0.95293 -1.93102
H -5.67168 -4.14639 0.11490
H -4.62288 -5.34808 -0.61001
H -4.19215 -4.23353 2.10080
H -3.21697 -3.68933 4.09548
H -1.81605 -2.56389 4.18028
H -1.79723 -5.58149 3.99908
H -0.41899 -4.64759 3.41537
H -2.59857 -2.95889 -1.68814
H 1.34244 -0.06566 3.06881
H 1.48282 3.57107 -1.98403
H 1.72725 4.05915 -0.39649
H 4.21441 2.62495 -1.90503
H 2.48582 -1.39733 -2.41744
H 2.63661 -1.36721 -4.83167
H 1.35905 0.33542 -6.11212
H -0.08164 1.90475 -4.92403
H -0.25343 1.85571 -2.42933
N -2.45788 3.05225 -0.14523
C -2.41104 1.72992 -0.48269
C -3.57453 1.41872 -1.13236
C -4.35522 2.60530 -1.19410
C -3.63642 3.59605 -0.57778
H -1.73484 3.54743 0.34634
H -1.55409 1.12494 -0.23009
H -3.83445 0.44985 -1.52065
H -5.33025 2.71821 -1.63972
H -3.86108 4.63565 -0.40977
N 8.39677 4.73194 1.97758
C 7.05762 4.95260 2.19856
C 6.41944 3.74063 2.19362
C 7.40892 2.74790 1.96601
C 8.61603 3.38620 1.83939
H 9.10135 5.44215 1.92566
H 6.67881 5.95145 2.33787
H 5.36290 3.57532 2.33601
H 7.24758 1.68464 1.90308
H 9.60751 3.00248 1.66258
```

Multiplicity: 1
Kohn-Sham gap (eV): 6.6
LUMO level (eV): 1.490
Net charge: -1

How is the electron density shared among the atoms? According to Löwdin, the charges in e are:
1. C 0.020
2. C -0.497
3. O 0.116
4. O -0.036
5. C -0.118
6. C -0.173
7. C 0.009
8. C -0.145
9. C -0.109
10. C -0.205
11. F -0.055
12. C -0.034
13. C -0.062
14. C 0.050
15. C -0.230
16. O 0.108
17. C -0.054
18. C -0.078
19. C 0.062
20. C -0.056
21. C -0.681
22. O -0.023
23. O -0.035
24. C 0.024
25. B -0.567
26. N 0.166
27. O 0.181
28. C -0.085
29. C -0.181
30. C -0.039
31. C -0.073
32. C -0.101
33. C -0.096
34. C -0.034
35. C -0.233
36. O 0.105
37. H 0.100
38. H 0.072
39. H 0.090
40. H 0.134
41. H 0.139
42. H 0.129
43. H 0.115
44. H 0.123
45. H 0.118
46. H 0.111
47. H 0.134
48. H 0.141
49. H 0.051
50. H 0.069
51. H 0.105
52. H 0.133
53. H 0.104
54. H 0.099
55. H 0.104
56. H 0.110
57. N 0.020
58. C -0.130
59. C -0.104
60. C -0.114
61. C -0.145
62. H 0.150
63. H 0.105
64. H 0.059
65. H 0.085
66. H 0.102
67. N -0.026
68. C -0.146
69. C -0.092
70. C -0.101
71. C -0.166
72. H 0.128
73. H 0.095
74. H 0.073
75. H 0.092
76. H 0.091



Density functional theory data (ωB97M-V/def2-TZVPD) for a structure of composition C34H30BN5O2STc.

XYZ file:
```
74
Properties=species:S:1:pos:R:3
Tc -0.02598 0.03937 0.56562
C 1.68463 0.33236 3.17829
N 2.04698 0.38356 1.75146
C 2.99841 -0.69243 1.40511
C 2.38465 -1.91386 0.77390
C 3.12954 -3.08321 0.73996
C 2.60931 -4.21114 0.13580
C 1.33613 -4.14702 -0.41118
C 0.64643 -2.95759 -0.34015
N 1.16099 -1.84863 0.22795
C 2.63237 1.71737 1.49236
C 3.05018 1.87527 0.05788
C 4.11489 2.68967 -0.29419
C 4.46207 2.78948 -1.63116
C 3.74515 2.05701 -2.56365
C 2.69898 1.26799 -2.11693
N 2.34473 1.17882 -0.83347
C 0.72911 -0.78188 3.46716
C 0.75139 -1.45991 4.67012
C -0.21634 -2.41748 4.92894
C -1.17396 -2.67196 3.96244
C -1.12695 -1.97129 2.77370
N -0.19367 -1.03894 2.52223
H 1.18842 1.27250 3.43042
H 2.57574 0.25006 3.80753
H 3.55654 -1.00138 2.29373
H 3.73284 -0.30471 0.69925
H 4.11398 -3.10027 1.18925
H 3.18212 -5.12806 0.09953
H 0.87664 -5.00470 -0.88087
H -0.35515 -2.87244 -0.73327
H 3.48894 1.89379 2.15235
H 1.86841 2.45878 1.74065
H 4.66528 3.22940 0.46540
H 5.28848 3.41655 -1.93779
H 3.99392 2.08878 -3.61489
H 2.12724 0.67945 -2.82187
H 1.51750 -1.22960 5.39814
H -0.22020 -2.95350 5.86850
H -1.95258 -3.40519 4.11489
H -1.84536 -2.17109 1.99396
C -0.15712 -0.65905 -2.70282
C -0.44525 0.78346 -2.43698
C -0.67742 1.64983 -3.52064
C -0.95114 2.96648 -3.30372
C -1.06205 3.44378 -1.98113
C -1.40115 4.78210 -1.67916
C -1.57538 5.17303 -0.38202
C -1.44082 4.23750 0.65939
C -1.09510 2.93590 0.39065
S -1.02921 1.73784 1.67191
C -0.86586 2.52114 -0.93629
N -0.49632 1.21852 -1.18308
H 0.13287 -0.80771 -3.74105
H -1.06249 -1.25048 -2.53233
H 0.63356 -1.04137 -2.06036
H -0.62079 1.24867 -4.52293
H -1.10955 3.64655 -4.13149
H -1.53442 5.48191 -2.49385
H -1.84149 6.19434 -0.14822
H -1.62953 4.53761 1.68230
O -2.95409 0.06510 -0.54273
B -1.94331 -0.76327 -0.09319
O -2.31930 -2.09497 -0.19664
C -3.61400 -2.08168 -0.71330
C -4.43814 -3.14453 -0.99732
C -5.69293 -2.82511 -1.50829
C -6.07900 -1.50264 -1.71565
C -5.22870 -0.43991 -1.42351
C -3.99239 -0.77060 -0.92017
H -4.13093 -4.16772 -0.82999
H -6.38360 -3.62155 -1.74744
H -7.06416 -1.29629 -2.11004
H -5.52261 0.58919 -1.57703
```

Multiplicity: 4
Kohn-Sham gap (alpha / beta) (eV): 7.8 / 6.6
<S²>: 3.7854
LUMO level (alpha / beta) (eV): -5.454 / -6.771
Net charge: +2
Energy relative to the best compared isomer or geometry (same formula, charge and spin) (kcal/mol): 2.52

How is the electron density shared among the atoms? According to Löwdin, the charges in e are:
1. Tc 1.349
2. C -0.147
3. N -0.231
4. C -0.098
5. C -0.233
6. C 0.008
7. C -0.008
8. C -0.011
9. C -0.103
10. N -0.009
11. C -0.123
12. C -0.283
13. C 0.005
14. C -0.023
15. C -0.025
16. C -0.107
17. N 0.093
18. C -0.249
19. C 0.019
20. C -0.003
21. C -0.007
22. C -0.073
23. N -0.025
24. H 0.113
25. H 0.141
26. H 0.143
27. H 0.137
28. H 0.133
29. H 0.129
30. H 0.125
31. H 0.097
32. H 0.144
33. H 0.118
34. H 0.127
35. H 0.124
36. H 0.118
37. H 0.100
38. H 0.132
39. H 0.130
40. H 0.127
41. H 0.105
42. C -0.012
43. C -0.312
44. C 0.014
45. C 0.049
46. C -0.132
47. C 0.003
48. C -0.034
49. C -0.066
50. C -0.537
51. S 0.782
52. C -0.221
53. N -0.025
54. H 0.104
55. H 0.099
56. H 0.056
57. H 0.130
58. H 0.138
59. H 0.129
60. H 0.123
61. H 0.119
62. O 0.137
63. B -0.630
64. O 0.084
65. C -0.186
66. C 0.019
67. C -0.058
68. C -0.056
69. C 0.025
70. C -0.185
71. H 0.126
72. H 0.115
73. H 0.115
74. H 0.128